# 1
A molecular structure, C16H12AsBr4NO6ReS5, computed with ωB97M-V/def2-TZVPD.

Geometry as XYZ:
```
46
C16H12AsBr4NO6ReS5, DFT ωB97M-V/def2-TZVPD
Re 6.66785 22.91946 5.29648
Br 3.26463 26.70518 4.62600
Br 8.20747 29.63397 4.05208
Br 9.90354 26.82054 4.67030
Br 4.85845 29.56290 3.96292
As 6.76340 23.91575 9.01485
S 8.19231 25.51240 8.26474
S 6.66226 22.27302 7.45921
S 5.07539 25.31598 8.23771
S 5.79914 16.35492 5.77186
S 6.55654 26.71910 8.01764
O 4.35253 16.35754 5.92854
O 7.95773 21.59079 4.47998
O 5.71413 21.42335 4.29714
O 6.64082 17.00482 6.74099
O 7.92852 24.38880 4.73524
O 5.34420 24.35683 4.84039
N 6.12885 17.07495 4.27563
C 5.15754 26.77688 4.49881
C 7.34193 25.61805 4.51380
C 5.71061 12.38146 5.10402
C 5.30848 13.72778 5.20808
C 6.27028 14.66461 5.57223
C 5.83479 18.53770 4.17601
C 7.94650 12.95758 5.59796
C 7.26585 28.02196 4.43743
C 6.98647 11.96148 5.37229
C 5.88054 25.59523 4.54656
C 7.61553 14.28869 5.67901
C 8.02046 26.82218 4.50293
C 5.86885 28.01276 4.42573
C 7.33231 10.48687 5.33992
C 6.87906 20.87712 4.49772
C 7.03114 19.37692 4.73087
H 5.49405 16.60920 3.62872
H 8.43136 10.30808 5.38405
H 4.85161 18.76509 4.62981
H 5.75723 18.68521 3.08984
H 4.26735 13.97771 5.09215
H 7.12362 19.22690 5.81100
H 6.96156 10.04663 4.41898
H 8.95644 12.66228 5.81208
H 7.93993 19.04031 4.28562
H 8.33828 15.07477 5.87533
H 6.93974 9.98619 6.24753
H 5.00427 11.62646 4.90850
```

## Properties
Frontier orbital gap (spin up / spin down) ... 5.0159 / 4.9324 eV
Highest occupied orbital energy (spin up / spin down) ... -0.41889 / -0.41823 hartree
Charge ... +1
Spin multiplicity ... 1

---

# 2
2 unconnected molecules or ions with the total composition C3H7ClO2S, computed with ωB97M-V/def2-TZVPD.

Geometry as XYZ:
```
14
C3H7ClO2S, DFT ωB97M-V/def2-TZVPD
Cl -1.06508 4.77058 -2.46333
S 0.81102 2.56502 -1.46251
O -0.60615 2.94079 -1.81663
O 1.12536 2.86151 -0.03718
C 0.51290 -0.53753 -1.08446
C -0.18290 0.79772 0.96068
C -0.44308 0.33547 -0.35558
H 0.22284 -1.58615 -0.97016
H 0.38944 1.80439 0.82325
H 0.52472 0.18722 1.51597
H -1.06468 1.05432 1.53617
H 0.51987 -0.32634 -2.15064
H -1.37893 0.56453 -0.84074
H 1.52061 -0.42896 -0.68717
```

## Properties
Frontier orbital gap (spin up / spin down) ... 7.1763 / 6.5575 eV
Highest occupied orbital energy (spin up / spin down) ... -0.32127 / -0.30504 hartree
Charge ... 0
Spin multiplicity ... 1

---

# 3
A molecular structure, C26H45ClNPSY, computed with ωB97M-V/def2-TZVPD.

Geometry as XYZ:
```
76
C26H45ClNPSY, DFT ωB97M-V/def2-TZVPD
Y 2.97030 1.47636 3.13905
Cl 2.66332 3.59143 1.91052
S 2.36964 0.29837 5.52832
P -0.29865 0.27753 -0.18409
N 0.76557 0.86864 3.31176
C -1.21248 -0.54372 1.22222
C 4.47759 0.11270 -0.42955
C -1.49576 -0.79531 -4.07286
C -0.27385 3.05261 -0.93884
C -0.81277 -2.16058 -4.24259
C -2.41320 4.47822 -1.07312
C 2.34902 -0.32398 0.84365
C 0.01369 -1.99724 -1.83075
C 3.78326 0.22220 0.93658
C -0.79708 -0.70038 -1.66294
C -1.89192 -2.44549 3.79949
C 0.14308 -2.63072 1.75199
C -3.15565 3.39180 -0.29015
C 1.54593 0.57504 -0.11865
C -1.24158 -2.02311 1.34853
C 2.19936 0.65311 -1.52291
C -0.83066 0.06909 -2.99063
C -2.34794 -2.45288 2.33994
C -0.60839 -2.89420 -2.91145
C 3.71304 0.92430 -1.48371
C -1.05401 1.97902 -0.15034
C -0.90508 4.45132 -0.80703
C 0.47660 -3.03149 3.10803
C 1.23655 0.49233 4.37546
C -2.55048 1.99508 -0.51102
C -0.72449 -3.40232 4.01857
H 4.12666 0.72801 -2.48378
H -0.41297 -3.38305 5.06868
H -4.21339 3.38025 -0.57506
H 1.04719 -1.76004 -2.12101
H -0.71066 4.81691 0.21187
H 0.19713 0.32325 -3.29586
H 0.07388 -2.55346 -0.88728
H 2.02410 -0.28042 -2.07783
H -0.95549 2.22919 0.92481
H 0.03589 -3.77194 -3.05817
H -1.03965 -4.43073 3.79183
H 1.06835 -2.24207 3.62274
H 3.75836 1.33899 1.11805
H -1.49368 -0.24771 -5.02389
H -3.21794 -1.79053 2.23429
H -3.11120 3.62914 0.78106
H 0.90901 -2.70272 0.97102
H -1.50202 -2.46253 0.37093
H -2.59188 4.34061 -2.14790
H 4.35052 -0.28653 1.73385
H -1.59630 -1.42903 4.09178
H 1.83387 -0.36916 1.83449
H -1.37509 1.01816 -2.89287
H -0.22765 2.77263 -2.00541
H -2.80936 5.46558 -0.80812
H -2.54588 -0.95817 -3.79093
H -2.69019 1.70641 -1.56448
H -1.83743 -0.98599 -1.41751
H -3.10998 1.26255 0.08691
H -0.73935 -0.08954 2.11536
H -2.66534 -3.47153 2.07451
H 3.86129 2.00060 -1.30225
H -0.38948 5.13716 -1.49092
H 0.16272 -2.01494 -4.72717
H -1.41166 -2.78454 -4.91390
H 4.56665 -0.93830 -0.73520
H 0.76328 3.12695 -0.57623
H 1.61043 1.59807 0.30598
H 5.49724 0.50743 -0.34322
H 1.15295 -3.90091 3.04410
H -1.57977 -3.25960 -2.54824
H 2.34398 -1.36158 0.48131
H -2.73433 -2.72937 4.44169
H -2.24043 -0.13763 1.18633
H 1.72463 1.45239 -2.11792
```

## Properties
Frontier orbital gap (spin up / spin down) ... 3.2398 / 3.2403 eV
Highest occupied orbital energy (spin up / spin down) ... -0.04034 / -0.04036 hartree
Charge ... -1
Spin multiplicity ... 1

---

# 4
A molecular structure, C6H6O3, computed with ωB97M-V/def2-TZVPD.

Geometry as XYZ:
```
15
C6H6O3, DFT ωB97M-V/def2-TZVPD
O -2.05757 -0.58367 -0.13962
O 2.07357 0.17114 -0.83920
O -0.08951 2.53345 0.20169
C -1.09068 -1.40389 -0.54938
C 0.24981 -1.28743 -0.51354
C 2.11484 0.12322 0.56855
C -1.83712 0.82227 0.26402
C -0.38737 1.33886 -0.00495
C 0.94481 -0.11849 -0.16860
H 2.45645 1.08018 1.04891
H -2.58098 1.41998 -0.38521
H 0.75946 -2.04104 -0.97351
H 2.74914 -0.74591 1.00923
H -1.88322 1.09318 1.26185
H -1.42163 -2.40184 -0.78024
```

## Properties
Frontier orbital gap ... 9.2085 eV
Highest occupied orbital energy ... -0.31462 hartree
Charge ... 0
Spin multiplicity ... 1

---

# 5
C17H18F2N4S2 in the gas phase, computed with ωB97M-V/def2-TZVPD.

Geometry as XYZ:
```
43
C17H18F2N4S2, DFT ωB97M-V/def2-TZVPD
S 6.06075 1.40978 0.52164
S 0.12890 -2.55508 0.03005
F 7.98356 0.28294 -0.83560
F 7.17736 -0.98211 0.71284
N -4.58509 -0.39359 -0.47157
N -6.04738 1.36983 -0.60164
N 0.29590 0.10103 -0.19152
N -1.76975 -0.84838 -0.55928
C -7.58852 0.37933 1.46670
C -0.46167 -1.03220 -0.24472
C -3.98832 -1.52133 0.21225
C 2.56977 -0.65365 0.42100
C 2.12038 1.61218 -0.23439
C -7.13686 2.00104 -0.20142
C 4.35233 0.95234 0.31749
C 3.45181 1.93066 -0.08269
C -3.75854 0.24815 -1.46180
C 3.90317 -0.33118 0.58755
C 1.65915 0.31195 -0.00117
C -5.69784 0.23409 0.00915
C -6.45589 -0.29606 1.06765
C -2.70829 -1.94888 -0.49537
C -7.95031 1.55798 0.82385
C -2.33700 0.43748 -0.93250
C 6.84650 -0.06744 -0.21884
H 4.58456 -1.08983 0.94072
H -4.21114 1.21654 -1.68169
H -2.37475 1.10902 -0.06225
H -8.18979 -0.00818 2.27673
H -0.19534 0.96326 -0.38457
H -8.83114 2.10760 1.11279
H -2.93290 -2.31580 -1.50264
H -1.73575 0.90322 -1.72313
H -6.16640 -1.21029 1.55814
H -7.35766 2.91344 -0.74109
H -4.68239 -2.36930 0.21912
H 1.42534 2.37964 -0.54716
H -3.75390 -1.25956 1.25442
H -3.73617 -0.34558 -2.38262
H 2.23978 -1.65632 0.62882
H 6.16622 -0.53553 -0.94527
H -2.23567 -2.76248 0.05919
H 3.80148 2.93284 -0.27319
```

## Properties
Frontier orbital gap ... 8.6113 eV
Highest occupied orbital energy ... -0.30235 hartree
Charge ... 0
Spin multiplicity ... 1
SMILES string ... FC(F)Sc1ccc(NC(=S)N2CCN(c3ccccn3)CC2)cc1

---

# 6
C18H21N3O6 in the gas phase, computed with ωB97M-V/def2-TZVPD.

Geometry as XYZ:
```
48
C18H21N3O6, DFT ωB97M-V/def2-TZVPD
O -1.33329 2.46617 -0.21603
O 2.15984 -2.74576 0.80163
O -0.28755 0.49955 -0.01574
O -0.47342 -1.37015 -2.64427
O -2.68115 -3.70346 -0.32212
O 1.94249 0.44059 -2.43685
N -1.80199 -1.64853 0.16735
N 2.38718 -1.00927 -0.70671
N 0.60057 -2.34184 -0.85192
C 3.46673 0.86595 0.49280
C -5.05858 0.95759 0.31564
C -0.08578 3.13712 -0.41255
C 0.26768 3.23053 -1.88902
C -2.67738 0.59072 0.13501
C -5.26678 -0.41396 0.37725
C -1.32495 1.15411 -0.04082
C 0.43362 -1.42061 -1.86182
C -3.77763 1.45077 0.19153
C -1.74771 -2.94583 -0.22378
C -0.31333 -3.41256 -0.52541
C -4.19923 -1.28706 0.33022
C 1.76773 -2.10153 -0.13015
C -2.89852 -0.80109 0.21557
C 3.64619 -0.46897 -0.22968
C 1.65950 -0.50294 -1.75109
C 2.57186 0.78326 1.72996
C 3.12440 -0.13435 2.81479
H 1.14813 3.85535 -2.00875
H -3.60675 2.51380 0.13280
H -0.92511 -1.12850 0.19775
H 4.45788 1.22130 0.78156
H -0.37492 -4.12416 -1.35418
H -4.35335 -2.35253 0.37102
H -0.23534 4.13051 0.01780
H 4.29638 -0.32796 -1.09758
H -6.26926 -0.80443 0.46612
H 0.09142 -3.92689 0.35190
H 3.04316 1.58303 -0.21320
H 0.69624 2.60717 0.13969
H 2.46790 1.79262 2.13673
H 3.09224 -1.17506 2.50429
H -0.55766 3.66954 -2.44390
H 0.48476 2.24609 -2.29602
H 2.53032 -0.03901 3.72057
H 4.15298 0.13054 3.05167
H 1.57712 0.44285 1.43614
H 4.07943 -1.21934 0.43308
H -5.89605 1.63662 0.35872
```

## Properties
Frontier orbital gap ... 8.5829 eV
Highest occupied orbital energy ... -0.32738 hartree
Charge ... 0
Spin multiplicity ... 1
SMILES string ... CCCCN1C(=O)C(=O)N(CC(=O)Nc2ccccc2C(=O)OCC)C1=O

---

Respective ΔE to the lowest compared entry with this formula, charge and spin values: 0.0 334.0 0.0 419.6 0.0 0.0 kJ/mol.
Respective F_max values: 4.20 1.09 3.11 5.85 1.11 0.70 eV/Å.